1.
C32H52N4O12 | ωB97M-V/def2-TZVPD

Output
- Molar mass: 684.78 Da
- Charge: 0
- E_LUMO: 0.18 eV
- E_tot: -64553.3070 eV
- Energy above the lowest of the compared OMol25 structures with the same formula, charge and spin: 0.7506 eV
- Structure (SMILES): C[C@H]1COC(=O)O1.C[C@H]1COC(=O)O1.C[C@H]1COC(=O)O1.C[C@H]1COC(=O)O1.CCCC#N.CCCC#N.CCCC#N.CCCC#N

Atoms and positions in Å:
C 3.36756 3.18952 2.66613
C 2.02456 2.43552 2.85513
C 2.08956 0.94652 3.39613
O 1.59556 1.07952 4.67313
C 1.00956 2.22152 4.91613
O 0.46956 2.59352 5.96413
O 1.21756 3.02752 3.85613
H 3.14256 4.16652 2.25113
H 4.07656 2.73352 1.97913
H 3.86956 3.33452 3.60813
H 1.48556 2.54352 1.93113
H 3.07156 0.50452 3.37613
H 1.40056 0.17352 3.02313
C -0.68444 3.12852 -1.76087
C -1.46844 2.18852 -0.81687
C -1.82944 0.83252 -1.49687
O -0.79244 0.00352 -0.99587
C -0.04544 0.61452 -0.07287
O 0.95056 0.13552 0.46013
O -0.46044 1.84752 0.16813
H -0.55444 2.45352 -2.52787
H 0.24456 3.59452 -1.42787
H -1.33444 4.03752 -2.01587
H -2.23244 2.66052 -0.37887
H -1.80944 0.78752 -2.57887
H -2.83644 0.37952 -1.23187
C 4.74556 -0.94648 -1.52487
C 3.43556 -0.25548 -1.51387
C 3.40656 1.18152 -1.36987
O 2.33356 1.63752 -2.25187
C 1.89056 0.60652 -2.89987
O 0.95756 0.70552 -3.64287
O 2.52356 -0.43348 -2.60387
H 5.43156 -0.89748 -2.48587
H 4.75756 -2.05748 -1.68387
H 5.28756 -0.71348 -0.62087
H 2.92856 -0.81348 -0.72487
H 4.41256 1.61752 -1.75487
H 3.27656 1.31352 -0.34587
C -3.53144 0.47452 2.21613
C -2.03644 0.50552 2.67213
C -1.88144 0.29952 4.19813
O -0.85744 -0.69948 4.26513
C -0.60244 -1.23748 3.05313
O 0.29156 -2.03548 2.73613
O -1.34544 -0.60348 2.10013
H -4.11744 1.22052 2.81113
H -4.09444 -0.47148 2.19613
H -3.50144 0.86152 1.20513
H -1.46644 1.31552 2.35413
H -2.70044 -0.07848 4.83413
H -1.40644 1.12752 4.65513
C 2.97856 -4.11148 -1.33787
C 1.62956 -3.42448 -1.35587
C 0.80956 -3.45148 -0.01587
C 0.37156 -4.75648 0.50913
N -0.09144 -5.75048 0.70013
H 3.68956 -3.74148 -0.59687
H 3.65956 -3.93048 -2.14487
H 2.79356 -5.13048 -1.27787
H 0.96456 -3.93348 -2.10087
H 1.73256 -2.38348 -1.66787
H -0.09444 -2.74948 -0.11387
H 1.45256 -2.94448 0.73513
C -1.96144 -3.61648 -3.97087
C -1.17144 -2.32648 -4.14287
C -0.03044 -2.49048 -5.16187
C 0.86956 -3.64348 -4.97487
N 1.61856 -4.48748 -4.81287
H -2.19944 -4.03748 -4.95187
H -2.96244 -3.42848 -3.59087
H -1.51144 -4.33148 -3.33287
H -0.86544 -2.10548 -3.00987
H -1.81944 -1.39148 -4.31787
H 0.66356 -1.67348 -5.12787
H -0.29044 -2.36448 -6.21687
C -2.72244 -3.01448 0.90913
C -4.25344 -3.20548 1.18113
C -5.00244 -3.41348 0.01113
C -4.78444 -2.46748 -1.07187
N -4.73544 -1.65348 -1.91687
H -2.31344 -3.55148 0.14313
H -2.23644 -3.28848 1.85313
H -2.55744 -1.88748 0.67013
H -4.69644 -2.33648 1.66913
H -4.46444 -3.94048 1.98713
H -6.10644 -3.41548 0.32413
H -4.71544 -4.37848 -0.40987
C -0.72844 4.96452 1.78813
C 0.58956 5.73952 1.61813
C 1.38656 5.41952 0.29413
C 0.68556 6.03452 -0.89887
N 0.16956 6.55452 -1.80187
H -1.19244 4.81552 0.85913
H -1.30744 5.46652 2.47713
H -0.60044 4.01552 2.28613
H 1.16156 5.66952 2.47413
H 0.37656 6.78952 1.64813
H 1.26056 4.33752 0.05513
H 2.44656 5.71352 0.43713

2.
C5H12OSi | ωB97M-V/def2-TZVPD

Output
- Molar mass: 116.24 Da
- Charge: 0
- E_LUMO: 0.85 eV
- E_tot: -15303.6193 eV
- Energy above the lowest of the compared OMol25 structures with the same formula, charge and spin: 1.6848 eV
- Structure (SMILES): C=C(C)[Si@@H](C)OC

Atoms and positions in Å:
C 2.27895 1.12633 0.71491
C 0.95609 0.97920 0.73898
C 0.10828 1.22027 1.96170
Si -0.09381 0.24384 -0.79993
C 0.85194 -1.18853 -1.60938
O -1.25620 -0.40504 -0.00812
C -2.33605 -1.15901 -0.42195
H 2.80565 1.01009 -0.23211
H 2.73143 1.49595 1.67903
H -0.84927 1.72124 1.82173
H 0.68034 1.91371 2.63166
H -0.23675 0.19350 2.21043
H -0.42916 1.24879 -1.74039
H 1.92928 -0.90689 -1.65908
H 0.59396 -2.17210 -1.11662
H 0.37071 -1.38813 -2.62811
H -3.19631 -0.42512 -0.61965
H -2.91478 -1.72533 0.41450
H -1.99431 -1.78276 -1.33758

3.
C10H12N2 | ωB97M-V/def2-TZVPD

Output
- Molar mass: 160.22 Da
- Charge: 0
- E_LUMO: 0.76 eV
- E_tot: -13539.8076 eV
- Energy above the lowest of the compared OMol25 structures with the same formula, charge and spin: 4.9937 eV
- Structure (SMILES): C1=CC[C@@H](c2cccnc2)NC1

Atoms and positions in Å:
C -3.36827 -0.05259 -0.12267
C -2.82170 1.17619 -0.33516
C -1.41392 1.32693 -0.12679
C -0.65875 -0.04523 -0.27795
C 0.80755 0.05567 -0.20404
C 1.58688 -1.09965 -0.48725
C 2.89324 -1.09234 -0.34506
C 3.55891 0.05278 0.14751
N 2.84983 1.15881 0.46633
C 1.55148 1.07619 0.25606
N -1.31650 -0.91625 0.78218
C -2.74202 -1.25824 0.27518
H -4.65213 -0.06260 -0.00757
H -3.47265 1.96258 -0.66202
H -0.96958 2.02001 -0.95384
H -1.07578 1.58656 0.82140
H -0.84310 -0.40424 -1.42841
H 1.11329 -1.85176 -0.76452
H 3.73641 -1.96151 -0.75210
H 4.52366 0.03859 0.23630
H 1.04143 1.86792 0.49179
H -0.73674 -1.72957 0.79049
H -2.63663 -1.98739 -0.41024
H -3.12198 -2.01470 1.22019